Entry 1:
# C38H68Cl2O18S5

C38H68Cl2O18S5 as an isolated structure (the ωB97M-V functional and the def2-TZVPD basis, the Open Molecules 2025 dataset).

The geometry in XYZ format:
```
131
Properties=species:S:1:pos:R:3:forces:R:3
C -0.694452 -1.040875 -0.265375 1.283 1.551 0.642
C 0.077105 -1.520478 0.944020 3.659 4.922 1.276
C 0.510464 -0.228959 1.703906 -2.332 -0.475 -3.307
S 0.784475 1.133949 0.461912 -5.675 -6.061 -0.478
O 2.190272 1.186236 0.049606 -6.809 4.971 -3.766
O -0.109786 2.281369 0.803689 2.086 -16.020 -3.825
C -0.050782 0.251047 -0.889674 0.114 -2.280 2.843
H -1.712518 -0.822389 0.056959 2.837 -0.994 0.276
H -0.809868 -1.762846 -1.073788 1.683 0.860 2.115
H 0.981596 -2.073486 0.690671 -0.214 0.490 0.220
H -0.512265 -2.250830 1.498394 0.582 2.911 2.545
H 1.378170 -0.292835 2.360490 -2.539 -0.859 -1.950
H -0.395546 0.175794 2.154937 1.113 -0.750 -1.513
H 0.611141 -0.121354 -1.671523 -0.692 -0.263 1.422
H -0.618581 0.963614 -1.487952 2.724 -1.860 6.554
C 1.030194 3.827899 -0.022979 1.529 1.913 -1.477
C 1.381202 4.442811 -1.343175 -0.505 2.327 -0.221
C 0.534760 5.740087 -1.431069 -0.435 0.048 -0.255
S -1.102746 5.290777 -0.679266 1.266 2.881 0.227
O -2.057516 5.000620 -1.731709 -0.147 0.283 0.415
O -1.355279 6.302615 0.403045 0.139 -2.453 -2.126
C -0.470170 3.747515 -0.063671 -2.070 3.590 -1.412
H 1.523021 4.471086 0.706083 -0.554 -0.067 0.596
H 1.444861 2.822395 0.048490 0.856 3.053 -0.751
H 1.214394 3.744500 -2.163321 -1.212 1.181 0.459
H 2.453646 4.637488 -1.335118 -0.100 0.562 -0.358
H 0.372351 6.144867 -2.429998 -0.080 -0.290 -0.101
H 0.921682 6.572943 -0.843917 0.137 -0.255 0.260
H -0.699778 2.942508 -0.761771 -0.855 1.256 -0.890
H -1.011770 3.531191 0.857183 -1.901 2.685 -1.117
C -1.527905 -0.833837 3.780899 -2.586 -2.917 2.243
C -1.884464 -2.267564 4.387773 0.541 1.192 -0.746
C -2.925067 -2.161665 5.518222 0.365 0.702 -0.361
S -3.554501 -0.386443 5.482041 2.421 -0.365 -1.163
O -2.671562 0.458285 6.348842 -1.975 -1.590 -0.937
O -5.013511 -0.352256 5.543019 1.147 0.271 0.225
C -2.827997 -0.120943 3.769860 -3.669 -2.053 3.992
H -1.147728 -0.938293 2.764697 -0.303 -0.483 0.998
H -0.863758 -0.291053 4.453484 -1.372 -2.173 0.214
H -0.948997 -2.720002 4.716880 -0.100 -0.185 0.114
H -2.285476 -2.862546 3.567241 -0.082 -0.238 0.056
H -2.463893 -2.320793 6.492953 -0.431 -0.252 0.011
H -3.715627 -2.845499 5.209227 -0.341 0.242 0.918
H -2.905986 0.959375 3.647685 -0.388 -2.065 2.022
H -3.566012 -0.470323 3.047805 1.498 -1.266 2.634
C 4.673381 -0.653703 -0.417666 -0.473 -0.946 1.439
C 3.797171 -1.881624 -0.225218 -0.625 0.086 0.878
C 3.657750 -2.189034 1.305673 0.682 -0.584 -0.527
S 3.922094 -0.527626 2.176594 2.288 -0.973 -5.558
O 5.196627 -0.402181 2.816797 -0.138 -0.541 1.808
O 2.636254 -0.095045 2.753854 11.181 -4.112 -3.524
C 4.069956 0.350483 0.590682 5.097 -2.628 1.379
H 4.661732 -0.357833 -1.466678 0.539 -0.629 1.825
H 5.688871 -0.969586 -0.178738 0.344 0.423 0.121
H 4.102720 -2.716274 -0.856172 0.376 -0.373 0.478
H 2.772774 -1.710682 -0.556123 1.268 -0.011 0.545
H 4.377455 -2.971345 1.546759 0.492 0.551 0.643
H 2.705395 -2.672774 1.522719 -0.226 0.577 0.309
H 4.714814 1.224652 0.680566 -0.074 0.116 0.541
H 3.036387 0.646502 0.411190 4.118 -2.711 1.342
C -2.701516 0.590994 0.690484 -1.686 0.043 0.641
C -3.936150 0.604676 1.616713 -2.374 1.165 -2.621
C -5.179828 0.950869 0.699767 1.453 -0.230 0.516
S -4.792833 0.229243 -0.943075 -2.095 0.045 1.563
O -4.904399 1.346332 -1.886755 1.090 -1.086 0.134
O -5.675064 -0.923257 -1.150910 1.293 0.663 -0.109
C -3.051344 -0.244539 -0.560788 -4.108 4.842 3.351
H -1.902605 0.114733 1.258837 -0.487 0.432 -0.278
H -2.338792 1.580427 0.411983 -0.386 0.136 0.192
H -3.801007 1.239517 2.492387 -1.036 0.453 -1.462
H -4.119765 -0.353696 2.102404 -0.959 0.142 -2.612
H -5.230763 2.027093 0.534672 -0.261 -0.065 -0.004
H -6.105792 0.519196 1.079718 0.015 0.169 -0.220
H -2.528400 -0.029041 -1.492552 -2.580 2.751 4.190
H -2.820627 -1.299621 -0.413526 -3.171 0.748 1.772
O 5.057419 0.199277 -3.001066 -1.811 0.712 -0.177
C 3.971501 0.703626 -2.709971 1.632 -0.912 -2.443
O 3.855280 2.012250 -2.826908 0.612 1.298 -0.314
C 2.557010 2.516017 -2.587817 0.170 -3.134 1.058
C 1.709374 1.194281 -2.516496 -0.639 3.635 -0.796
C 2.644288 0.026105 -2.398731 1.006 2.364 -0.784
H 2.233925 3.227346 -3.347906 0.629 -0.242 -0.088
H 2.509231 2.898110 -1.568097 1.074 -0.256 -0.900
H 1.055669 1.179995 -3.388599 0.893 0.711 0.394
H 0.966927 1.224557 -1.719015 2.071 1.856 -1.502
H 2.353247 -0.662387 -3.192064 1.545 0.604 0.747
H 2.596379 -0.453708 -1.421184 0.586 0.838 -1.208
O -2.202736 -1.415714 -1.792622 3.203 -6.224 -11.067
C -1.558247 -0.737754 -2.563371 -1.537 -2.208 -3.116
O -0.795710 -1.239712 -3.551263 -0.117 -1.469 0.474
C -0.141980 -0.268454 -4.322117 -1.618 2.151 -0.996
C -1.186610 0.864534 -4.195404 0.292 0.440 -0.903
C -1.715493 0.694214 -2.792940 -0.749 2.167 -2.722
H 0.021437 -0.572025 -5.356151 -0.716 0.124 0.181
H 0.838984 -0.034410 -3.908541 -0.981 -0.739 -0.649
H -2.066255 0.729664 -4.824794 0.446 -0.239 -0.649
H -0.769359 1.846073 -4.420301 -0.108 0.090 0.200
H -2.773375 0.934002 -2.685755 0.242 0.886 -0.286
H -1.021793 1.216622 -2.134177 -4.312 2.376 -5.013
O -1.972779 1.687990 2.939228 7.461 4.341 -1.739
C -0.730563 1.701086 3.116123 -2.120 2.326 0.147
O -0.026666 0.717139 3.740442 0.972 7.260 0.753
C 1.374024 1.082156 3.710045 -3.020 2.528 3.355
C 1.592552 2.126373 2.604583 -1.355 1.673 1.967
C 0.216999 2.842171 2.626566 0.146 0.493 5.301
H 1.827428 0.098280 3.589631 -2.528 2.185 4.369
H 1.566542 1.528473 4.685672 0.234 0.206 0.043
H 1.803741 1.765832 1.597848 1.335 0.861 2.699
H 2.379934 2.840812 2.844820 0.224 -0.241 0.077
H -0.119918 3.277425 1.685752 1.014 2.049 4.772
H 0.146904 3.537247 3.463260 0.383 0.239 0.613
O 1.342824 -1.751939 -1.255828 -2.236 -3.964 -4.097
C 0.953860 -2.324986 -2.293210 0.322 0.440 1.886
O 1.580254 -2.033201 -3.427553 0.422 -2.161 -0.975
C 1.110443 -2.733100 -4.595501 -1.247 -0.840 0.822
C 0.036630 -3.733330 -4.021052 0.769 -0.221 -0.696
C -0.131517 -3.366087 -2.559975 -0.079 -1.103 0.341
H 1.959044 -3.220247 -5.075778 -0.117 0.168 0.059
H 0.640088 -1.959648 -5.202664 0.692 -1.155 -0.300
H 0.426808 -4.747713 -4.103972 0.026 -0.045 -0.044
H -0.900097 -3.710208 -4.577923 0.112 0.200 0.019
H 0.070628 -4.196263 -1.883192 -0.077 0.536 -1.326
H -1.168490 -3.174699 -2.284014 0.395 0.794 -0.300
Cl 1.671219 -4.618469 -0.820350 2.555 -1.293 1.363
C 0.590216 -5.678926 0.115290 -0.847 0.684 -0.192
C -0.833586 -5.080606 -0.062322 -0.627 -0.440 0.409
Cl -0.786325 -3.289171 0.319531 -2.875 -10.384 -1.885
H 0.877718 -5.641466 1.166026 0.029 0.215 -0.108
H 0.781963 -6.692307 -0.237395 -0.579 0.081 -0.115
H -1.533189 -5.537406 0.637669 0.164 -0.007 0.148
H -1.316093 -5.168279 -1.035771 0.469 -0.380 -0.081
```
Forces are in eV/Å.

HOMO-LUMO gap in Eh: 0.301
Energy relative to the best compared isomer or geometry (same formula, charge and spin) in kcal per mole: 1026.9
Molar mass in g mol⁻¹: 1044.2



Entry 2:
# C38H71BN3O27

A 9-piece molecular cluster, C38H71BN3O27 overall (the ωB97M-V functional and the def2-TZVPD basis, the Open Molecules 2025 dataset).

The geometry in XYZ format:
```
140
Properties=species:S:1:pos:R:3:forces:R:3
C 5.632402 -1.527080 -1.108683 0.082 -0.807 -0.616
C 4.808036 -1.057968 -2.369934 -0.481 0.043 0.038
B 4.012982 0.311234 -2.175895 1.251 0.064 0.200
O 4.481720 1.448348 -1.508339 -1.459 -1.929 0.061
N 2.624631 0.401677 -2.822155 -2.246 0.523 -0.735
C 2.356776 -0.274800 -3.996240 -1.177 -0.445 -1.016
C 1.078885 -0.268695 -4.666068 0.028 1.595 2.101
C -0.001571 0.533825 -4.094294 1.809 -0.133 0.921
C -1.374095 0.513348 -4.841108 0.028 0.212 0.676
O -1.414244 0.145091 -5.975336 0.138 0.213 0.266
O -2.484416 0.887082 -4.118767 0.658 -1.039 -0.540
C -2.962534 -0.288215 -3.390662 -0.433 -0.936 1.362
C -4.454758 -0.149808 -2.930316 0.005 1.586 -0.723
C -4.669974 1.265998 -2.241937 -0.514 -0.298 -0.144
N -3.935062 1.427879 -0.973981 -0.098 -0.141 -0.169
C 0.287044 1.295416 -2.863325 1.921 -0.598 1.192
N -0.701939 2.140118 -2.252878 0.680 -0.299 -3.179
C -0.671905 3.287409 -2.886789 -0.670 1.100 -0.209
C 0.644043 4.146197 -3.097301 -0.980 -1.105 -0.522
C -1.959066 3.914112 -3.533444 0.959 0.472 1.830
C 1.622703 1.177647 -2.249091 -1.098 -0.607 -1.458
H 5.962250 -2.584068 -1.319484 -0.241 1.060 0.304
H 6.558891 -0.939733 -0.910761 -0.947 -0.223 -0.070
H 4.961248 -1.589480 -0.215232 0.714 0.278 -0.639
H 5.425367 -0.956634 -3.309380 -0.260 -0.193 0.921
H 4.058111 -1.874133 -2.587748 0.732 0.791 0.089
H 3.985524 1.549069 -0.671787 0.448 0.515 -0.231
H 3.172024 -0.871607 -4.470839 -0.659 0.697 0.804
H 0.895454 -0.836073 -5.604151 0.336 0.483 0.876
H -2.841741 -1.197059 -4.034756 -0.085 0.750 0.513
H -2.332108 -0.398682 -2.458758 -0.388 0.078 -1.007
H -5.095795 -0.178730 -3.856540 0.484 -0.169 0.969
H -4.742300 -0.958549 -2.215237 0.434 0.469 -0.698
H -4.392596 2.058654 -2.993716 -0.136 -0.761 0.774
H -5.757289 1.454020 -2.010966 0.994 -0.409 -0.429
H -4.544713 1.289267 -0.169497 0.183 0.007 -0.340
H -3.164552 0.767500 -0.875528 -0.215 0.294 -0.076
H 1.157224 3.707508 -3.992555 -0.114 0.598 0.698
H 1.286995 4.051364 -2.188855 -0.476 0.215 -0.851
H 0.353876 5.204053 -3.318314 0.393 -0.964 0.279
H -1.701608 4.202869 -4.584887 -0.185 -0.414 0.813
H -2.130489 4.880902 -2.976092 -0.170 -0.842 -0.674
H -2.829113 3.229624 -3.447110 0.784 0.619 -0.145
H 1.869259 1.717442 -1.303432 -0.355 -0.544 -1.047
C 4.005866 5.193124 0.172551 -0.109 0.082 -0.445
O 4.453600 5.536286 1.478229 -0.058 -0.164 0.137
C 4.191555 4.602339 2.400640 0.141 0.223 0.234
O 3.633680 3.549810 2.200665 0.095 0.074 -0.123
O 4.653228 5.036363 3.572375 -0.093 -0.089 -0.324
C 4.442143 4.134413 4.661385 -0.016 -0.207 0.464
H 4.265822 6.010620 -0.497211 0.134 0.045 0.239
H 4.504098 4.288383 -0.178828 -0.105 0.002 0.041
H 2.921361 5.067591 0.157953 0.063 -0.124 0.071
H 4.959240 3.190701 4.485115 -0.138 0.026 -0.086
H 3.376884 3.966460 4.820943 0.074 -0.070 -0.123
H 4.857846 4.595978 5.554878 0.027 0.184 -0.215
C -4.452315 -2.658492 3.242824 -0.289 -0.209 0.395
O -3.916693 -1.910946 2.145843 0.241 0.005 -0.269
C -2.883617 -2.494693 1.538276 -0.341 0.116 0.246
O -2.393835 -3.553301 1.832369 0.027 0.395 -0.137
O -2.483537 -1.694896 0.537700 0.005 0.068 -0.068
C -1.377262 -2.197118 -0.206853 0.218 -0.134 -0.140
H -5.282261 -2.087880 3.655106 0.110 0.150 -0.215
H -4.828604 -3.624001 2.903217 0.182 0.008 0.017
H -3.700694 -2.790701 4.021391 0.014 -0.095 -0.140
H -1.632347 -3.144231 -0.684741 0.072 -0.024 0.144
H -0.499715 -2.312973 0.431007 -0.104 -0.141 0.014
H -1.145513 -1.469834 -0.984294 -0.176 0.113 0.133
C -1.369581 -6.443745 1.309662 0.041 0.362 -0.122
O -1.442585 -7.574582 2.179054 -0.093 -0.182 0.050
C -2.687830 -7.917550 2.525928 0.150 -0.063 0.049
O -3.698146 -7.365198 2.172459 0.116 -0.057 0.043
O -2.614997 -8.980585 3.334492 0.071 0.149 -0.091
C -3.881498 -9.459619 3.787650 -0.326 -0.216 0.188
H -0.317716 -6.257830 1.095257 0.013 -0.257 0.171
H -1.883284 -6.648232 0.368578 -0.099 0.027 0.114
H -1.785784 -5.559674 1.790917 -0.051 -0.268 -0.156
H -4.495309 -9.783600 2.946649 -0.006 0.180 0.029
H -4.397478 -8.693723 4.368065 -0.033 0.008 -0.167
H -3.701698 -10.317774 4.432802 0.260 0.098 -0.078
C -6.912637 -8.807174 10.224444 -0.299 0.004 0.277
O -5.936660 -9.147999 9.239720 0.160 0.087 -0.127
C -5.161858 -8.127214 8.858989 -0.049 -0.161 0.010
O -5.227459 -6.997462 9.268620 0.029 -0.127 -0.081
O -4.299143 -8.581509 7.941141 -0.110 -0.026 0.061
C -3.402729 -7.590948 7.441573 0.276 0.195 -0.195
H -7.477502 -9.709043 10.453143 0.187 -0.066 -0.188
H -6.431563 -8.457306 11.138350 -0.023 0.120 -0.122
H -7.601085 -8.054043 9.839759 0.146 0.063 0.066
H -2.781769 -7.192065 8.244378 -0.154 0.081 -0.017
H -3.952226 -6.789235 6.946069 0.012 0.031 0.176
H -2.754376 -8.068777 6.708351 -0.163 -0.207 0.095
C 1.138080 -1.942296 -8.916962 -0.110 0.339 -0.157
O 1.379324 -3.107175 -8.127228 0.065 -0.047 0.130
C 2.295753 -3.940389 -8.643117 -0.001 -0.179 0.046
O 2.895120 -3.778388 -9.671727 -0.095 0.051 0.153
O 2.424229 -4.979910 -7.811867 -0.101 0.239 0.005
C 3.375704 -5.957236 -8.239003 0.260 -0.355 -0.058
H 0.383781 -1.345410 -8.404898 0.000 -0.230 0.133
H 2.046817 -1.345737 -9.010496 -0.002 -0.135 -0.150
H 0.754515 -2.213375 -9.900568 0.172 0.009 0.017
H 4.372490 -5.520319 -8.306681 -0.102 0.027 -0.147
H 3.080008 -6.390188 -9.194756 0.086 0.153 -0.006
H 3.393369 -6.747595 -7.490836 -0.189 0.184 0.077
C 5.757850 8.498899 3.753029 -0.132 -0.157 -0.351
O 6.452669 8.996238 4.896425 -0.028 0.046 0.177
C 5.726331 9.001136 6.019455 0.180 0.073 -0.011
O 4.584500 8.632051 6.125008 0.137 0.007 -0.014
O 6.489510 9.486720 7.004241 -0.054 -0.069 -0.184
C 5.838530 9.550673 8.273013 -0.092 0.064 0.378
H 6.440305 8.541122 2.905784 0.149 0.100 0.224
H 5.458658 7.461643 3.904671 -0.115 0.121 0.035
H 4.890121 9.120790 3.529091 -0.028 -0.113 0.121
H 5.543676 8.554690 8.605268 -0.114 0.077 -0.102
H 4.973535 10.213190 8.229169 -0.030 -0.163 -0.049
H 6.551333 9.957736 8.987853 0.123 -0.012 -0.242
C -11.007975 2.080180 1.689622 -0.275 0.328 0.064
O -10.287392 0.847361 1.720057 0.207 -0.110 -0.123
C -9.293542 0.770758 0.831664 -0.175 -0.024 0.157
O -8.977550 1.626483 0.045350 0.037 -0.140 0.075
O -8.706792 -0.425888 0.966973 -0.049 0.093 0.024
C -7.620644 -0.643430 0.072126 0.265 -0.164 -0.200
H -11.784876 2.025418 2.449819 0.140 -0.239 0.004
H -10.349519 2.916862 1.925208 0.003 -0.053 -0.162
H -11.481756 2.225279 0.718337 0.164 0.044 0.010
H -6.828015 0.086953 0.243962 -0.103 0.054 -0.099
H -7.961122 -0.605926 -0.963789 0.043 0.157 0.056
H -7.222601 -1.637780 0.268676 -0.200 0.036 0.182
C 8.156259 6.373475 -4.711497 0.186 0.218 -0.346
O 7.515352 5.994755 -3.491704 -0.090 -0.222 0.148
C 7.562757 4.685501 -3.230429 0.047 0.230 -0.017
O 8.081050 3.843940 -3.916923 -0.137 0.034 0.118
O 6.930802 4.471055 -2.068418 -0.039 0.089 -0.024
C 6.902267 3.104809 -1.659251 0.206 -0.213 0.086
H 8.053725 7.451963 -4.815451 -0.119 -0.075 0.238
H 9.217748 6.126731 -4.681169 -0.109 -0.128 -0.042
H 7.674361 5.894617 -5.564487 0.117 -0.098 0.083
H 7.914362 2.726981 -1.507099 -0.045 0.005 -0.146
H 6.370708 2.497766 -2.388196 0.219 0.064 -0.044
H 6.368590 3.050808 -0.712668 0.027 0.263 -0.069
```
Forces are in eV/Å.

Charge: +1
HOMO-LUMO gap in Eh: 0.229
Molar mass in g mol⁻¹: 1012.8